Entry from OMol25: a structure of composition C14H36BF4KN2O6 (the ωB97M-V functional and the def2-TZVPD basis).

Structure (XYZ):
```
64
Properties=species:S:1:pos:R:3:forces:R:3
H -0.368 0.586 -3.905 0.1552 0.6104 -0.2404
H -1.800 2.993 -0.235 -0.4395 -0.1523 0.8698
F 2.452 2.914 1.480 -0.8452 -0.3810 0.7764
H 0.872 -3.892 -0.162 0.7713 -0.5354 0.2063
C -3.310 -2.292 2.387 0.0992 -1.0820 1.4871
C -0.108 -3.540 0.106 0.5213 0.9836 2.4728
C -0.629 -2.855 -1.088 -2.1387 -2.6570 -0.9033
H -1.267 -5.621 -1.124 -0.3884 0.1543 -0.2059
B 3.290 2.105 0.707 0.8008 0.9363 1.0819
H -0.276 3.061 -1.453 0.0844 1.3924 2.0406
C -0.468 2.484 -2.280 -0.1913 -0.3319 -2.0258
F 3.867 1.049 1.474 -0.9548 -0.4031 -0.1525
H -1.681 -6.429 0.517 0.1165 1.2386 -1.3395
H 0.539 6.413 -0.009 1.1638 -0.0734 -0.0761
N 0.069 -1.706 -1.473 1.3100 1.3295 -1.1959
H 4.323 -2.801 0.818 0.7104 -0.5084 0.6651
O -0.908 -4.568 0.692 0.1317 1.1730 -0.8902
H -1.443 2.614 -2.703 -0.7280 0.8480 -0.1203
H -4.288 -2.310 2.942 1.0114 0.4929 -0.0182
H -2.664 0.170 3.231 0.1393 -0.6222 0.2033
F 2.624 1.750 -0.428 -2.1384 -2.1295 -1.3116
H -0.733 4.503 2.110 -0.3954 0.7357 0.7335
C -1.903 3.226 0.857 0.1582 1.0634 -2.5964
C -0.414 6.562 0.435 -0.6153 1.3639 1.5055
H -0.179 -1.666 -3.573 1.0972 -1.2034 -1.7696
H 5.738 -1.954 -0.842 -0.3148 -0.3611 -0.0867
O -1.237 5.488 0.317 -2.1635 -1.8681 -0.3142
H -3.512 1.358 1.246 -1.4478 -0.1316 0.3527
F 4.283 2.859 0.233 2.6840 1.6651 -0.3992
O -3.146 -1.127 1.608 0.1157 -1.1422 1.0246
H -1.268 -0.541 2.252 -0.4523 0.2274 0.4570
H -0.162 -6.318 0.016 3.0049 -1.0684 -0.2790
H 0.248 2.881 -3.038 0.0056 -1.2050 0.3552
H -1.483 -1.088 -2.803 -0.6068 -0.1038 0.7717
C 0.047 0.337 -2.933 -0.5898 -2.7272 -0.2445
H 1.059 -1.937 -1.610 -0.3083 0.2178 0.2422
H -0.654 -3.742 -1.768 0.0040 0.9351 -0.9253
C 3.406 -1.398 -0.380 -0.8255 -1.6221 1.0279
C -0.907 4.353 1.053 0.5455 -0.5838 0.5266
H -2.916 3.617 0.961 -0.3030 -0.0279 0.2745
H -1.665 -2.606 -0.948 -0.6806 0.2628 0.2398
O 5.124 -2.653 -1.122 2.0108 -0.7220 -0.5831
H 4.046 -0.616 -0.083 1.1495 0.8458 0.2758
K 0.307 0.423 0.445 0.6568 0.2800 0.0581
H 0.057 4.024 0.749 1.1694 -0.6510 -0.5362
C -0.404 -1.098 -2.734 -1.2617 0.6565 1.5746
H -2.410 -2.498 3.063 -1.2612 0.6024 -0.5248
C -2.523 0.977 1.285 1.3956 0.1943 0.0677
C -0.993 -5.730 -0.087 -2.7738 -1.0062 2.0481
H -0.943 7.350 -0.039 -0.1650 0.8782 -1.0068
H -3.361 -3.209 1.819 0.1020 0.0417 -0.9570
O -0.467 1.116 -1.902 1.2552 0.4506 -0.4501
H -0.429 6.928 1.478 0.8711 -0.3533 -0.0272
H -1.894 2.318 2.629 1.0132 -0.6338 -1.8477
N -1.623 2.044 1.617 -0.1225 1.4000 3.0707
H -2.326 0.660 0.273 0.1979 -0.3643 -0.5077
O 2.284 -1.373 0.492 -1.3867 0.1914 -0.4314
C -2.316 -0.177 2.251 -1.0085 0.5337 -1.8988
H 0.029 -2.766 0.886 0.0444 -0.5780 0.0212
C 4.074 -2.751 -0.226 -0.6930 0.9290 -0.2710
H 3.228 -1.261 -1.435 -1.0656 0.2726 -0.2769
H 3.480 -3.660 -0.466 0.1132 0.8349 -0.0876
H 1.110 0.185 -2.988 1.0080 1.2976 0.1410
H 2.544 -1.163 1.392 0.6477 0.1903 -0.0708
```
Positions in Å, forces in eV/Å.

Results
LUMO energy in eV: 0.14
ΔE to the lowest compared entry with this formula, charge and spin in kcal/mol: 3.3
HOMO-LUMO gap in hartree: 0.3622
HOMO in Eh: -0.357